P | Density functional theory data (ωB97M-V with the def2-TZVPD basis set) for a single C3H7N3O molecule.

HOMO-LUMO gap in eV: 9.1

Positions of all 14 atoms, in Å:
H -2.42483 -1.59189 0.69331
H -1.77301 1.74575 -1.02978
C -1.07564 -0.45465 -0.06629
C 0.11926 1.43041 -0.22514
H 2.47678 0.02010 0.27942
C 1.62108 -0.60454 0.01251
H 1.60331 -0.74856 -1.06892
N -1.09406 1.11266 -0.63005
O 0.91211 2.33678 -0.25755
H 0.27370 0.11987 1.42367
N -1.80496 -0.82639 0.93549
N 0.38307 0.07274 0.40707
H -0.91633 -1.03815 -0.98145
H 1.69952 -1.57412 0.50773

These are the natural (NBO) partial charges, in e, on atoms 1 to 6:
1. H 0.354
2. H 0.408
3. C 0.313
4. C 0.772
5. H 0.232
6. C -0.421

Q | Density functional theory data (ωB97M-V with the def2-TZVPD basis set) for a single C3H7N3O molecule.

HOMO-LUMO gap in eV: 9.2

Positions of all 14 atoms, in Å:
H -0.45885 -2.10908 -0.46840
C 1.01663 -0.21043 0.35997
H -2.08460 0.18181 -1.11178
H 2.92285 0.41742 0.28035
H -1.96370 0.06740 1.47202
N 1.97486 0.72965 0.13288
C -0.46330 -0.07026 0.26889
N 1.12069 -1.48575 0.58104
N -0.24886 -1.79753 0.47975
O -1.07269 0.42988 1.40811
H -0.48168 0.12778 -1.87649
C -1.04114 0.48655 -1.01488
H 1.78408 1.65475 0.48821
H -1.00429 1.57782 -0.99966

These are the natural (NBO) partial charges, in e, on atoms 1 to 6:
1. H 0.320
2. C 0.327
3. H 0.219
4. H 0.399
5. H 0.485
6. N -0.806

R | Density functional theory data (ωB97M-V with the def2-TZVPD basis set) for 2 unconnected molecules or ions with the total composition C3H7N3O.

HOMO-LUMO gap in eV: 9.0

Positions of all 14 atoms, in Å:
N -2.75198 0.71784 -0.12106
H 0.35232 1.24044 0.62491
H -0.17402 -2.49873 -1.26392
H -0.60862 0.07453 1.15726
C -2.77828 -0.47700 0.07617
C 0.02587 -0.53174 -0.59113
H -1.21536 1.69682 -0.92597
O -2.92026 -1.55334 0.50259
N -2.10592 1.85363 -0.56509
H 0.30500 -2.39447 0.34392
N 0.12293 -1.83842 -0.53109
C 0.27444 0.19285 0.56913
H 1.05659 -0.35991 1.15822
H -1.91551 2.42863 0.27129

These are the natural (NBO) partial charges, in e, on atoms 1 to 6:
1. N -0.391
2. H 0.223
3. H 0.397
4. H 0.257
5. C 0.817
6. C 0.089

S | Density functional theory data (ωB97M-V with the def2-TZVPD basis set) for a single C3H7N3O molecule.

HOMO-LUMO gap in eV: 9.5

Positions of all 14 atoms, in Å:
H 1.93049 1.74234 0.84261
C -2.36848 0.35195 0.13860
H 0.98097 -1.73697 0.75574
H 1.67611 -1.51296 -0.86601
N -0.13952 1.06294 -0.19229
O -3.48586 0.06581 -0.26794
H -2.13666 0.49895 1.20691
H -1.47108 0.61565 -1.65906
N -1.26903 0.48191 -0.67257
H 2.61124 0.20130 1.07512
C 0.84731 -1.23640 -0.20794
C 0.86997 0.26252 0.01288
N 2.03524 0.79602 0.49148
H -0.08073 -1.59302 -0.65749

These are the natural (NBO) partial charges, in e, on atoms 1 to 6:
1. H 0.401
2. C 0.516
3. H 0.230
4. H 0.235
5. N -0.391
6. O -0.608

Most favorable structure: S. The second most favorable one is 30.3 kcal/mol above it.

P | Density functional theory data (ωB97M-V with the def2-TZVPD basis set) for a molecular structure, C3H7N3O.

HOMO-LUMO gap in eV: 8.9

Positions of all 14 atoms, in Å:
H 1.76133 1.53433 -0.09940
C -1.31949 -0.96025 0.67393
H -1.93914 -1.02639 -0.22073
N 0.18481 0.50885 -1.94891
O 2.28982 0.71823 0.00985
N -0.14998 1.21122 1.04979
C -0.27576 0.10108 0.49936
H 0.58641 1.42823 -1.76961
H -1.94353 -0.71985 1.53593
H -0.85393 -1.92867 0.84618
H 0.25030 -1.43383 -1.27418
N 1.49007 -0.38372 -0.05437
C 0.62956 -0.42868 -1.12244
H -0.71046 1.37945 1.87461

These are the natural (NBO) partial charges, in e, on atoms 1 to 6:
1. H 0.469
2. C -0.711
3. H 0.257
4. N -0.728
5. O -0.533
6. N -0.710

Q | Density functional theory data (ωB97M-V with the def2-TZVPD basis set) for a single C3H7N3O molecule.

HOMO-LUMO gap in eV: 8.9

Positions of all 14 atoms, in Å:
O -0.32673 -0.24340 -1.71865
N 0.63694 -2.44468 -0.36369
C 0.00993 -0.22595 -0.39902
H 0.29985 -0.00221 2.07096
C -0.21335 1.02083 0.31615
N 0.47228 -1.22131 0.26109
H 0.81354 -3.14513 0.34519
H -0.73217 2.19625 -1.34352
N -0.10808 0.86454 1.75282
H 0.09028 -1.00612 -2.14201
C -0.50894 2.17132 -0.29286
H -0.13143 -2.72927 -0.97029
H -0.57458 3.09560 0.25514
H 0.27246 1.66954 2.22869

These are the natural (NBO) partial charges, in e, on atoms 1 to 6:
1. O -0.676
2. N -0.673
3. C 0.450
4. H 0.401
5. C 0.113
6. N -0.329

R | Density functional theory data (ωB97M-V with the def2-TZVPD basis set) for a single C3H7N3O molecule.

HOMO-LUMO gap in eV: 8.8

Positions of all 14 atoms, in Å:
C -0.11696 1.66891 0.05757
H -2.45373 -0.62614 -0.35384
H 1.75499 -1.84665 -0.25250
O -0.74050 2.64973 0.38474
C -0.63100 0.24327 -0.13368
N 1.29540 1.67478 -0.05469
H 0.13571 -2.53994 -0.55525
H 1.65871 1.80558 -0.98509
N -1.82064 -0.29383 0.36788
H -2.32845 0.26388 1.03937
C 0.67523 -1.72186 -0.09262
N 0.33671 -0.43723 -0.61374
H 1.72907 0.86026 0.34955
H 0.49228 -1.70789 0.99352

These are the natural (NBO) partial charges, in e, on atoms 1 to 6:
1. C 0.622
2. H 0.396
3. H 0.196
4. O -0.509
5. C 0.317
6. N -0.863

Most favorable structure: Q. The second most favorable one is 6.9 kcal/mol above it.

P | Density functional theory data (ωB97M-V with the def2-TZVPD basis set) for 2 unconnected molecules or ions with the total composition CH2N4O.

HOMO-LUMO gap in eV: 11.1

Positions of all 8 atoms, in Å:
N 1.59547 0.11480 -0.25685
N -1.78931 -0.74670 0.59651
H 2.39457 0.73365 -0.30098
C 0.45554 0.66208 -0.70610
N -0.87584 -1.16157 1.11536
N -0.53558 1.10554 -1.12481
O -2.74693 -0.31725 0.06305
H 1.51200 -0.39083 0.61299

These are the natural (NBO) partial charges, in e, on atoms 1 to 6:
1. N -0.849
2. N 0.446
3. H 0.409
4. C 0.412
5. N -0.140
6. N -0.396

Q | Density functional theory data (ωB97M-V with the def2-TZVPD basis set) for a single CH2N4O molecule.

HOMO-LUMO gap in eV: 8.2

Positions of all 8 atoms, in Å:
H 2.12871 0.08996 -0.97246
H 0.50999 0.11664 1.43641
N -1.63666 -0.04587 0.84879
N -0.37048 0.02093 0.86170
C 0.21745 -0.01844 -0.39972
N 1.49163 0.06687 -0.20374
O -1.93483 -0.13759 -0.42309
N -0.81145 -0.12535 -1.26846

These are the natural (NBO) partial charges, in e, on atoms 1 to 6:
1. H 0.372
2. H 0.492
3. N 0.226
4. N -0.332
5. C 0.441
6. N -0.873

R | Density functional theory data (ωB97M-V with the def2-TZVPD basis set) for 2 unconnected molecules or ions with the total composition CH2N4O.

HOMO-LUMO gap in eV: 11.1

Positions of all 8 atoms, in Å:
C -0.29422 -0.83009 0.04384
N 0.76465 1.55653 -0.17257
N 1.61808 1.04733 0.36034
H -2.16034 -1.00763 -0.47138
O 2.44572 0.42583 0.91764
H -1.57925 0.58012 -0.63823
N 0.57301 -1.36353 0.60319
N -1.36765 -0.40856 -0.64282

These are the natural (NBO) partial charges, in e, on atoms 1 to 6:
1. C 0.400
2. N -0.139
3. N 0.449
4. H 0.407
5. O -0.288
6. H 0.417

Most favorable structure: P. The second most favorable one is 5.3 kcal/mol above it.

P | Density functional theory data (ωB97M-V with the def2-TZVPD basis set) for 2 unconnected molecules or ions with the total composition C4H14N2O.

Net charge: -1
Spin multiplicity: 2
HOMO-LUMO gap (spin up / spin down) in eV: 2.7 / 9.5

Positions of all 21 atoms, in Å:
N -0.90436 -2.23642 -1.37327
C 0.97479 0.22289 -0.23186
C -1.09244 -2.09338 0.03105
H -0.03943 -1.84851 -1.67664
H -1.53116 -1.74377 -1.97036
N 1.90147 1.34364 0.06522
C -0.01559 0.03162 0.93242
H -1.68886 -0.89254 1.69982
H -0.14936 1.15287 1.27704
H -2.09281 -0.05585 0.07525
H 2.45026 1.11129 0.88436
C -1.38320 -0.65042 0.66822
H 0.34108 0.33000 -1.21450
H -0.26267 -2.64749 0.51633
O -0.09031 3.53840 -0.40714
H -2.02953 -2.72818 0.23883
H 0.59403 2.76213 -0.38684
H 2.66447 1.51223 -0.69501
H 0.33191 4.15042 0.19595
H 1.52779 -0.75605 -0.34899
H 0.49392 -0.50288 1.72012

These are the natural (NBO) partial charges, in e, on atoms 1 to 6:
1. N -0.847
2. C -0.614
3. C -0.222
4. H 0.356
5. H 0.344
6. N -1.093

Q | Density functional theory data (ωB97M-V with the def2-TZVPD basis set) for 2 unconnected molecules or ions with the total composition C4H14N2O.

Net charge: -1
Spin multiplicity: 2
HOMO-LUMO gap (spin up / spin down) in eV: 2.5 / 9.2

Positions of all 21 atoms, in Å:
H 1.20977 -0.57912 -2.31547
H 0.27711 -0.35606 1.57854
H 2.30193 0.60494 -1.33597
C -0.17534 1.47680 -0.92781
H -0.31264 1.38997 -1.99977
H -2.99171 -2.04754 1.85572
H -2.19573 1.16150 -0.09026
C -1.43452 1.95485 -0.19670
H 0.60827 2.18904 -0.64311
N 2.29124 -1.46443 -0.82636
C 0.36487 0.11749 -0.46096
N 0.82019 0.17416 0.91110
H -0.35292 -0.71630 -0.54611
H 2.86443 -1.27313 -0.02282
H 1.80168 0.09042 1.09551
H -1.91067 2.81056 -0.69371
H -2.78121 -2.71740 3.40261
H 1.72463 -2.29186 -0.75735
O -2.45286 -2.53319 2.49723
C 1.65411 -0.28064 -1.36091
H -1.31064 2.28995 0.83659

These are the natural (NBO) partial charges, in e, on atoms 1 to 6:
1. H 0.185
2. H 0.383
3. H 0.181
4. C -0.418
5. H 0.185
6. H 0.325

R | Density functional theory data (ωB97M-V with the def2-TZVPD basis set) for 2 unconnected molecules or ions with the total composition C4H14N2O.

Net charge: -1
Spin multiplicity: 2
HOMO-LUMO gap (spin up / spin down) in eV: 2.7 / 8.5

Positions of all 21 atoms, in Å:
H 1.75066 -1.52972 0.10421
C -0.90877 0.30637 0.87862
C 1.35885 0.39372 1.68881
N -0.28128 -0.86773 -1.96410
O -0.88664 3.36662 -1.58438
H 0.34834 -0.08183 -2.00093
C 0.68754 -1.53129 0.32663
H 0.34415 -2.20113 1.14462
N 0.47104 -0.14342 0.69510
H -1.22870 0.90759 0.02566
H -0.84734 -2.60696 -0.90671
H -1.22249 0.82432 1.77793
H 2.41168 0.35921 1.36455
H 1.31150 1.46782 1.77199
C -0.02752 -1.89315 -1.02610
H -1.45993 -0.63260 0.70914
H 1.26844 -0.15628 2.64423
H -1.68394 4.03330 -1.56253
H -1.25502 -0.62679 -2.08667
H 0.73691 -2.61937 -1.39097
H -0.88748 3.23132 -0.60911

These are the natural (NBO) partial charges, in e, on atoms 1 to 6:
1. H 0.187
2. C -0.655
3. C -0.459
4. N -0.872
5. O -1.245
6. H 0.390

Most favorable structure: Q. The second most favorable one is 4.6 kcal/mol above it.

P | Density functional theory data (ωB97M-V with the def2-TZVPD basis set) for 2 unconnected molecules or ions with the total composition C9H14.

Net charge: -1
Spin multiplicity: 2
HOMO-LUMO gap (spin up / spin down) in eV: 2.8 / 7.6

Positions of all 23 atoms, in Å:
C -0.62833 -3.68500 0.04320
H 2.04000 2.36755 -3.03257
C 1.97024 2.61987 -0.89964
H 2.87681 3.23354 -0.91667
H -1.13222 -3.99454 2.19284
C -0.84865 1.63992 1.37351
H -1.91753 1.69464 0.98475
C -0.51679 1.42395 -1.06880
C 0.25670 1.49390 -2.22625
C -0.77179 -3.22205 1.49797
H -1.41908 0.80250 -1.17276
H -0.81485 2.31828 2.21207
C 1.33456 2.21148 0.28448
H 1.80726 2.13426 1.26883
H -1.46554 -4.20865 -0.46164
C 1.46362 2.22305 -2.11925
H -1.32675 -2.30614 1.74776
H -0.06116 1.09437 -3.18803
C -0.02384 1.83487 0.16587
H 0.21692 -2.95971 1.88641
H -0.35116 -2.81535 -0.54042
H 0.04561 -4.56019 0.06678
H -0.73404 0.65944 1.90157

These are the natural (NBO) partial charges, in e, on atoms 1 to 6:
1. C -0.662
2. H 0.177
3. C -0.255
4. H 0.179
5. H 0.183
6. C -0.640

Q | Density functional theory data (ωB97M-V with the def2-TZVPD basis set) for 2 unconnected molecules or ions with the total composition C9H14.

Net charge: -1
Spin multiplicity: 2
HOMO-LUMO gap (spin up / spin down) in eV: 3.0 / 7.1

Positions of all 23 atoms, in Å:
C 1.34992 0.55695 0.92360
H -2.18019 -0.43185 2.11566
H -0.24849 -0.01263 -3.12191
C -1.25851 -0.21954 1.58068
H -0.39663 2.12914 -1.55300
C -0.06979 -1.63851 -1.74340
H -1.62319 -1.09631 -3.24839
C 1.16786 -0.48049 1.81247
H 2.02882 -0.81031 2.38359
C -0.54048 -1.05815 -3.07491
H 0.99480 -1.43697 -1.63467
H 0.42209 3.20343 -0.41994
H -0.14929 -2.72879 -1.68201
H -0.32460 -1.77993 2.78614
C -1.04670 0.81246 0.70360
H -0.09603 -1.58413 -3.91825
H -0.62920 -1.18232 -0.93077
H 2.37244 0.86395 0.73105
H -1.88347 1.27836 0.18923
C 0.42814 2.18423 -0.83469
C 0.25210 1.15254 0.22614
H 1.35679 2.09606 -1.40584
C -0.13447 -0.95861 2.09842

These are the natural (NBO) partial charges, in e, on atoms 1 to 6:
1. C -0.298
2. H 0.179
3. H 0.203
4. C -0.282
5. H 0.185
6. C -0.611

Most favorable structure: Q. The second most favorable one is 15.3 kcal/mol above it.